[1]
# C38H43N7O5S4Sn

A molecular structure, C38H43N7O5S4Sn (the ωB97M-V functional and the def2-TZVPD basis, OMol25).

HOMO level = -0.2568 Ha
Net charge = 0
Total energy = -4040.41169 Ha
HOMO-LUMO gap = 7.4 eV
Max |F| = 0.1 eV/Å

Geometry as XYZ:
```
98
Properties=species:S:1:pos:R:3:forces:R:3:nbo_charge:R:1
Sn -1.042 -0.136 -0.827 0.07 -0.07 -0.03 1.283
C 2.384 -3.046 -0.532 -0.04 0.04 -0.03 -0.545
C 3.218 -2.213 -1.505 -0.01 0.01 0.02 -0.548
S 2.215 -1.044 -2.462 0.02 -0.01 -0.01 0.232
C 3.068 0.537 -2.244 -0.01 0.00 0.02 -0.538
C 3.338 1.013 -0.820 0.00 0.00 0.01 -0.548
S 1.849 1.228 0.193 0.00 0.00 0.02 0.246
C 2.260 0.314 1.701 0.00 0.00 -0.02 -0.536
C 2.646 -1.153 1.540 0.01 -0.01 0.04 -0.557
S 1.393 -2.142 0.681 0.02 0.00 0.02 0.275
H 3.036 -3.756 -0.019 0.00 0.00 0.01 0.218
H 1.629 -3.626 -1.067 0.02 -0.01 0.00 0.257
H 3.730 -2.891 -2.189 0.00 -0.01 0.00 0.225
H 3.994 -1.656 -0.979 0.00 -0.01 -0.01 0.207
H 2.410 1.249 -2.751 0.01 0.00 0.00 0.241
H 4.014 0.527 -2.791 0.00 0.01 -0.01 0.216
H 3.855 1.973 -0.880 0.01 0.00 -0.01 0.224
H 4.011 0.331 -0.301 0.00 0.00 -0.01 0.212
H 1.347 0.396 2.296 0.00 0.00 0.00 0.247
H 3.052 0.838 2.241 -0.01 0.00 0.01 0.216
H 2.800 -1.566 2.539 0.01 -0.01 -0.01 0.226
H 3.596 -1.248 1.015 0.00 0.00 -0.01 0.206
C -5.245 5.996 -2.642 0.00 0.00 0.00 -0.251
O -4.206 5.406 -1.881 -0.01 0.01 0.00 -0.502
C -4.056 5.822 -0.593 -0.03 -0.02 0.01 0.263
C -4.859 6.759 0.036 0.00 0.01 0.00 -0.285
C -4.610 7.106 1.361 0.00 0.00 -0.02 -0.200
C -3.554 6.537 2.046 0.01 -0.02 -0.01 -0.232
C -2.733 5.613 1.408 0.00 0.02 0.01 -0.237
C -2.989 5.230 0.101 0.00 -0.02 -0.01 0.159
N -2.190 4.302 -0.595 0.07 0.01 0.05 -0.630
C -1.866 3.022 -0.199 -0.02 0.00 0.02 0.659
N -2.381 2.604 0.974 0.00 -0.01 0.03 -0.617
C -2.036 1.477 1.770 0.06 0.02 -0.04 0.150
C -1.511 0.276 1.297 -0.01 0.10 0.02 -0.608
C -1.339 -0.747 2.236 0.00 -0.02 0.03 -0.237
C -1.642 -0.586 3.577 0.02 -0.03 -0.04 -0.217
C -2.145 0.626 4.033 -0.05 0.01 -0.01 -0.278
C -2.352 1.646 3.127 0.02 0.07 0.08 0.243
O -2.854 2.883 3.488 -0.07 -0.07 -0.05 -0.536
C -3.840 2.889 4.510 0.04 0.02 0.00 -0.246
N -1.135 2.252 -0.939 -0.08 0.10 -0.07 -0.693
C -0.498 2.757 -2.094 0.04 -0.03 0.09 0.060
C 0.610 3.591 -2.007 0.02 0.01 -0.01 -0.214
C 1.317 3.960 -3.145 -0.02 0.00 0.00 -0.249
C 0.924 3.474 -4.381 -0.01 -0.01 0.00 -0.208
C -0.184 2.640 -4.491 0.02 0.02 -0.01 -0.303
C -0.906 2.294 -3.355 0.03 -0.01 -0.01 0.353
O -2.021 1.524 -3.362 -0.06 0.01 0.00 -0.516
C -2.255 0.693 -4.490 0.00 -0.02 0.00 -0.254
H -5.188 5.547 -3.629 0.00 0.00 0.00 0.205
H -5.108 7.077 -2.725 0.00 0.00 0.00 0.181
H -6.223 5.786 -2.203 0.00 0.00 0.00 0.180
H -5.683 7.217 -0.492 0.00 0.00 0.00 0.222
H -5.248 7.833 1.846 0.00 0.00 0.00 0.217
H -3.347 6.818 3.070 0.00 0.00 0.00 0.219
H -1.885 5.190 1.930 0.01 -0.03 -0.01 0.233
H -2.121 4.449 -1.591 0.00 0.01 -0.01 0.424
H -2.936 3.275 1.482 -0.02 0.02 -0.01 0.428
H -0.991 -1.716 1.898 0.01 -0.01 0.00 0.231
H -1.501 -1.406 4.270 0.00 0.00 0.00 0.213
H -2.382 0.768 5.079 0.00 -0.02 0.00 0.214
H -3.409 2.675 5.490 0.02 0.01 0.01 0.174
H -4.624 2.160 4.294 0.00 -0.01 0.01 0.185
H -4.262 3.892 4.524 0.00 0.00 -0.01 0.195
H 0.925 3.921 -1.025 0.00 0.00 0.00 0.231
H 2.178 4.610 -3.060 0.00 0.00 0.00 0.216
H 1.477 3.741 -5.272 0.00 0.00 0.00 0.215
H -0.485 2.267 -5.460 0.00 0.00 0.01 0.223
H -3.061 0.019 -4.208 0.01 0.01 0.00 0.209
H -1.368 0.103 -4.727 0.01 0.01 0.00 0.195
H -2.559 1.280 -5.361 0.00 0.00 0.00 0.174
N -1.991 -2.738 -7.026 0.00 -0.03 0.03 -0.803
C -2.044 -2.996 -5.652 0.01 0.02 -0.03 0.162
C -0.941 -2.715 -4.843 0.01 0.00 0.00 -0.239
C -1.013 -2.902 -3.476 0.00 0.00 -0.04 -0.164
C -2.183 -3.383 -2.901 -0.01 -0.01 0.02 -0.395
C -3.282 -3.677 -3.695 0.02 0.02 -0.03 -0.140
C -3.212 -3.480 -5.065 -0.02 -0.01 0.02 -0.285
S -2.279 -3.524 -1.141 0.01 -0.03 0.05 2.356
O -0.938 -3.783 -0.670 -0.02 0.00 0.00 -0.971
O -3.319 -4.459 -0.824 0.01 -0.01 0.00 -0.940
N -2.604 -2.017 -0.662 -0.07 -0.02 -0.04 -1.002
C -3.664 -1.324 -1.117 0.04 -0.01 0.01 0.570
N -3.419 0.015 -1.100 -0.06 -0.04 0.02 -0.615
C -4.387 0.844 -1.454 0.00 0.04 -0.06 0.122
C -5.620 0.375 -1.866 0.00 0.01 0.01 -0.377
C -5.752 -1.007 -1.935 0.02 -0.03 0.01 0.111
N -4.804 -1.860 -1.580 -0.05 0.03 0.00 -0.483
H -1.064 -2.772 -7.420 0.00 0.01 0.00 0.376
H -2.646 -3.271 -7.576 0.00 0.01 0.00 0.376
H -0.024 -2.342 -5.288 0.00 0.00 0.00 0.205
H -0.163 -2.669 -2.849 -0.01 -0.01 0.01 0.241
H -4.183 -4.052 -3.229 0.00 -0.01 0.00 0.251
H -4.070 -3.706 -5.688 0.00 0.00 0.00 0.208
H -4.150 1.903 -1.438 0.00 -0.01 0.01 0.204
H -6.420 1.040 -2.152 0.01 0.01 0.00 0.223
H -6.671 -1.452 -2.305 0.00 0.00 0.00 0.193
```
Positions in Å, forces in eV/Å.

[2]
# C11H11N2S2

A molecular structure, C11H11N2S2 in a non-equilibrium geometry (the ωB97M-V functional and the def2-TZVPD basis, OMol25).

HOMO level = -0.0778 Ha
Net charge = -1
Total energy = -1331.55034 Ha
HOMO-LUMO gap = 5.1 eV
Max |F| = 4.8 eV/Å

Geometry as XYZ:
```
26
Properties=species:S:1:pos:R:3:forces:R:3:nbo_charge:R:1
C -4.258 -0.026 -0.457 2.02 -1.60 0.92 -0.247
C -3.113 -0.869 -0.700 -0.51 2.48 -0.25 -0.215
C -4.087 1.228 0.124 -2.16 -0.30 -0.16 -0.210
C -1.834 -0.260 -0.532 0.97 -0.69 -0.50 -0.208
C -2.876 1.857 0.047 0.18 -0.52 1.02 -0.233
C 1.977 -1.227 0.720 -1.78 -0.29 1.23 -0.312
C 3.889 -0.569 -0.268 2.66 1.36 -1.26 -0.033
C -1.741 1.139 -0.318 -0.79 -1.21 0.74 -0.019
C 3.251 -1.610 0.324 -2.75 0.69 -0.20 -0.032
C 1.640 0.104 0.596 4.01 1.64 -2.02 -0.242
C -0.482 1.881 -0.195 1.91 -0.18 -1.23 -0.561
N 3.304 0.568 -0.108 -4.44 -0.54 1.42 -0.484
N 3.678 -2.905 0.248 2.28 -2.91 2.37 -0.798
S 3.805 2.030 -0.597 0.49 2.19 -0.63 -0.349
S 0.694 1.365 1.170 -0.31 -0.27 0.25 0.311
H -5.160 -0.606 -0.400 -0.75 0.39 -0.15 0.196
H -3.417 -1.848 -1.096 1.08 0.14 0.50 0.213
H -4.954 1.660 0.680 0.79 -0.05 -0.78 0.202
H -0.807 -0.799 -0.499 -2.04 0.63 -0.48 0.243
H -2.722 2.762 0.617 -0.06 0.45 -0.45 0.206
H 1.136 -1.842 1.130 1.17 -0.09 -0.23 0.204
H 4.856 -0.507 -0.871 -1.22 -0.65 1.07 0.195
H 0.153 1.746 -1.105 -0.47 0.32 0.61 0.255
H -0.750 2.943 -0.093 0.62 -0.27 0.17 0.217
H 3.089 -3.381 1.009 1.77 0.28 -1.41 0.354
H 4.729 -2.833 0.576 -2.67 -1.00 -0.53 0.348
```
Positions in Å, forces in eV/Å.

[3]
# C27H25N3O4Sr

A molecular structure, C27H25N3O4Sr in a non-equilibrium geometry (the ωB97M-V functional and the def2-TZVPD basis, OMol25).

HOMO level = -0.2725 Ha
Net charge = 0
Total energy = -1539.92955 Ha
HOMO-LUMO gap = 7.7 eV
Max |F| = 2.4 eV/Å

Geometry as XYZ:
```
60
Properties=species:S:1:pos:R:3:forces:R:3:nbo_charge:R:1
Sr -0.121 1.091 -0.853 -0.96 0.77 1.04 1.823
O -1.317 -1.190 -1.298 0.67 0.02 -0.24 -0.785
C -0.154 -1.844 -1.946 -0.32 -0.16 0.07 0.079
C 0.265 -0.754 -3.026 0.50 0.65 0.22 0.748
O -0.208 -0.854 -4.138 0.08 -0.10 -0.13 -0.623
O 0.976 0.230 -2.554 0.13 -1.67 -1.69 -0.907
C -0.641 -3.113 -2.633 0.04 0.12 0.08 -0.075
C -1.877 -3.111 -3.277 -0.06 -0.02 -0.07 -0.187
C -2.338 -4.244 -3.929 0.09 -0.01 0.03 -0.210
C -1.556 -5.393 -3.967 0.00 0.08 0.03 -0.208
C -0.317 -5.397 -3.344 -0.02 0.06 0.02 -0.228
C 0.134 -4.264 -2.675 0.03 -0.15 -0.01 -0.147
C 0.889 -2.144 -0.871 -0.03 -0.05 -0.31 0.025
C 2.245 -1.934 -1.089 0.13 0.02 -0.01 -0.210
C 3.187 -2.324 -0.141 -0.12 -0.01 0.00 -0.218
C 2.780 -2.932 1.037 -0.07 0.03 -0.02 -0.209
C 1.423 -3.142 1.266 0.06 0.04 -0.02 -0.228
C 0.490 -2.754 0.316 -0.01 0.06 0.09 -0.221
H -1.943 -1.876 -1.048 -0.09 -0.03 0.01 0.497
H -2.462 -2.201 -3.301 -0.01 -0.01 0.00 0.228
H -3.299 -4.224 -4.428 0.02 0.01 0.01 0.214
H -1.910 -6.276 -4.486 0.01 0.02 0.02 0.213
H 0.301 -6.285 -3.374 0.00 0.02 0.01 0.212
H 1.099 -4.286 -2.184 -0.01 0.00 -0.01 0.209
H 2.573 -1.451 -2.000 -0.02 -0.02 0.00 0.242
H 4.239 -2.154 -0.332 -0.02 0.00 0.00 0.216
H 3.514 -3.247 1.769 -0.03 0.00 0.00 0.210
H 1.096 -3.623 2.180 -0.01 0.00 -0.02 0.211
H -0.562 -2.935 0.500 0.00 -0.02 0.02 0.210
C 2.131 5.294 -1.021 0.05 0.05 0.00 -0.279
C 1.462 6.089 -0.102 0.06 0.14 0.02 -0.149
C 0.340 5.607 0.537 -0.03 0.05 0.01 -0.247
C -0.133 4.320 0.263 -0.18 -0.39 -0.01 0.208
N 0.534 3.555 -0.628 0.08 0.40 0.08 -0.550
C 1.625 4.034 -1.244 -0.33 -0.19 0.15 0.058
C -1.376 3.745 0.918 0.29 0.12 -0.36 -0.056
C -2.034 4.531 1.869 -0.06 0.01 0.13 -0.221
C -3.192 4.087 2.493 0.05 -0.06 -0.07 -0.247
C -3.710 2.847 2.143 0.13 0.15 -0.02 -0.224
C -3.047 2.087 1.182 0.00 -0.19 -0.12 -0.282
C -1.862 2.470 0.520 -0.31 0.40 0.49 -0.542
H 3.011 5.632 -1.550 -0.01 0.03 0.03 0.223
H 1.814 7.091 0.114 0.00 -0.03 -0.01 0.216
H -0.175 6.241 1.242 0.03 0.00 -0.02 0.216
H 2.107 3.367 -1.953 -0.05 -0.02 0.03 0.200
H -1.662 5.507 2.153 -0.01 -0.05 0.00 0.190
H -3.681 4.711 3.231 -0.01 -0.03 -0.02 0.205
H -4.624 2.487 2.604 0.02 -0.01 -0.01 0.203
H -3.502 1.129 0.921 0.03 0.05 0.03 0.181
C 1.467 -0.759 4.405 0.10 -0.16 0.06 -0.426
N 1.710 -0.111 3.137 -0.03 -0.07 0.01 -0.607
C 0.771 0.222 2.233 -0.01 0.42 -0.18 0.811
N -0.538 0.027 2.565 -0.14 0.16 0.15 -0.843
O 1.102 0.699 1.132 0.16 -0.33 0.72 -0.780
H 2.417 -1.114 4.798 0.00 0.04 0.02 0.223
H 0.823 -1.634 4.293 -0.03 0.03 -0.06 0.202
H 1.030 -0.087 5.147 -0.03 0.06 -0.04 0.198
H 2.650 0.015 2.804 0.04 -0.08 0.01 0.417
H -0.767 -0.098 3.538 0.07 -0.07 0.00 0.389
H -1.198 0.639 2.086 0.13 -0.05 -0.13 0.433
```
Positions in Å, forces in eV/Å.

[4]
# C2H6N2O

C2H6N2O in the gas phase in a non-equilibrium geometry (the ωB97M-V functional and the def2-TZVPD basis, OMol25).

HOMO level = -0.3465 Ha
Net charge = 0
Total energy = -264.42406 Ha
SMILES string = C/N=C\NO
HOMO-LUMO gap = 10.2 eV
Max |F| = 6.0 eV/Å

Geometry as XYZ:
```
11
Properties=species:S:1:pos:R:3:forces:R:3:nbo_charge:R:1
C 1.813 -0.565 0.107 1.25 -1.60 -3.63 -0.482
N 1.226 0.738 0.004 4.25 0.66 1.25 -0.465
C 0.020 0.733 -0.088 -4.74 3.61 0.04 0.258
N -0.779 -0.386 -0.326 1.11 -1.29 2.67 -0.367
O -2.063 -0.104 0.261 -1.61 -2.16 -3.33 -0.570
H 1.575 -0.985 1.121 0.38 -0.10 -1.02 0.204
H 2.973 -0.617 -0.163 -2.52 0.41 1.07 0.223
H 1.300 -1.121 -0.850 1.49 0.12 2.51 0.184
H -0.585 1.721 0.115 0.99 -1.84 -0.92 0.177
H -0.258 -1.073 0.336 -1.91 0.53 -1.42 0.357
H -2.636 -0.559 -0.500 1.33 1.66 2.79 0.479
```
Positions in Å, forces in eV/Å.

[5]
# C23H25N3O4

C23H25N3O4 in the gas phase in a non-equilibrium geometry (the ωB97M-V functional and the def2-TZVPD basis, OMol25).

HOMO level = -0.2742 Ha
Net charge = 0
Total energy = -1356.07267 Ha
SMILES string = Cc1ccc(-n2c(C)cc(C(=O)CN3C(=O)C(=O)N(C4CCCC4)C3=O)c2C)cc1
HOMO-LUMO gap = 6.6 eV
Max |F| = 16.3 eV/Å

Geometry as XYZ:
```
55
Properties=species:S:1:pos:R:3:forces:R:3:nbo_charge:R:1
C -5.358 1.641 3.184 -4.65 3.90 -0.99 -0.622
C -4.258 1.717 2.275 5.17 -0.51 -1.36 0.009
C -4.330 2.289 1.053 5.57 -1.07 -0.05 -0.216
C -3.073 2.402 0.187 -1.88 -0.22 0.64 -0.184
C -1.880 1.899 0.452 -1.34 -2.99 8.02 0.157
N -0.718 1.827 -0.199 -1.17 -3.14 -4.97 -0.394
C -0.617 1.103 -1.375 1.92 2.74 -4.25 0.127
C -1.751 0.443 -2.190 4.00 -3.29 12.07 -0.577
C 0.693 1.543 -2.003 -6.39 -3.83 1.68 -0.272
C 1.376 2.004 -1.002 1.91 4.06 8.07 -0.264
C 2.828 2.488 -0.767 -3.00 -6.45 -5.44 0.645
O 3.200 3.494 -0.384 1.85 4.84 2.70 -0.508
C 3.864 1.488 -1.531 -9.40 0.36 -6.67 -0.321
N 3.311 0.137 -1.509 5.35 5.69 -0.67 -0.479
C 3.194 -0.620 -2.536 -3.35 -1.09 -11.13 0.581
O 3.150 -0.431 -4.000 1.32 -0.15 9.41 -0.573
C 2.339 -1.796 -2.080 5.43 8.93 8.19 0.603
O 2.087 -2.595 -2.760 -4.96 -11.97 -9.86 -0.482
N 2.253 -1.730 -0.738 3.27 5.37 0.32 -0.486
C 1.659 -2.554 0.220 1.89 0.45 0.27 -0.042
C 0.191 -2.642 0.020 1.90 1.17 -5.32 -0.408
C 0.099 -4.025 -0.489 -2.34 -2.91 5.33 -0.404
C 1.015 -4.972 0.430 5.55 7.52 -11.49 -0.327
C 2.326 -3.930 0.249 0.38 -1.46 3.44 -0.420
C 3.015 -0.364 -0.351 -5.25 -4.43 5.25 0.861
O 2.972 0.136 0.769 1.01 -1.26 -2.79 -0.540
C 0.447 2.165 0.170 5.90 5.82 0.89 0.231
C 0.670 3.219 1.470 -2.88 -5.84 -0.72 -0.642
C -1.726 1.118 1.837 -4.51 3.07 -1.78 -0.195
C -2.763 1.100 2.709 -3.84 3.25 -5.06 -0.181
H -6.482 1.627 2.489 3.38 -0.04 2.38 0.211
H -5.323 0.858 3.845 -0.13 -2.09 1.48 0.216
H -5.397 2.628 3.845 -0.07 -1.94 -1.32 0.234
H -5.122 2.759 0.637 -2.78 1.11 -0.95 0.206
H -3.110 2.842 -0.770 -0.70 0.83 -1.00 0.212
H -2.292 1.114 -2.458 -7.03 7.47 -3.81 0.187
H -1.260 -0.064 -2.814 3.05 -4.39 -5.25 0.211
H -2.158 -0.129 -1.285 -0.47 -0.05 -2.01 0.208
H 0.919 1.006 -2.818 1.38 -1.16 -3.30 0.220
H 3.785 1.808 -2.791 0.26 -0.86 3.83 0.258
H 4.629 1.879 -1.172 8.13 1.42 3.28 0.213
H 1.896 -1.944 1.058 0.04 -0.18 1.63 0.225
H -0.268 -2.335 0.853 -2.35 0.32 3.23 0.211
H -0.023 -1.802 -0.789 -0.17 -1.84 1.48 0.216
H 0.455 -4.285 -1.359 1.28 -0.13 -5.26 0.218
H -0.853 -4.446 -0.299 -1.55 -0.30 -0.66 0.205
H 0.694 -4.897 1.239 -4.68 0.64 13.06 0.150
H 1.435 -5.820 0.187 0.92 -4.79 -1.84 0.203
H 2.917 -4.226 -0.650 -0.67 0.49 0.61 0.222
H 3.076 -3.924 1.202 -1.59 -0.34 -2.28 0.207
H -0.286 3.722 1.825 1.49 -0.55 -0.73 0.235
H 0.931 2.326 2.123 -0.21 1.75 0.48 0.224
H 1.528 3.739 1.287 1.83 1.87 -0.38 0.233
H -0.929 0.533 2.048 2.81 -1.44 0.27 0.206
H -2.977 0.480 3.458 0.38 -2.35 3.38 0.192
```
Positions in Å, forces in eV/Å.

- What is the total energy in the first record?
  -4040.41169 Ha